{
  "formula": "C10H6N2O5Ti",
  "method": "wB97M-V/def2-TZVPD",
  "multiplicity": 2,
  "s_squared": 0.76,
  "relative_energy_kj_mol": 0.0,
  "gap_ev": [3.4, 3.9],
  "energy_ev": -46764.0939,
  "total_charge": 3,
  "species": ["Ti", "O", "O", "O", "O", "O", "N", "N", "C", "C", "C", "C", "C", "C", "C", "C", "C", "C", "H", "H", "H", "H", "H", "H"],
  "coordinates": [[0.839, -0.097, 0.625], [-0.268, 3.045, -0.059], [-0.140, -3.182, -0.637], [-4.208, 0.095, -2.856], [-2.134, -1.558, 6.497], [3.139, -0.063, -1.517], [-0.244, -0.570, 2.289], [-0.287, -0.452, 7.184], [0.403, 0.125, 4.488], [-1.743, -1.154, 3.971], [0.610, 0.160, 3.099], [-1.137, -0.897, 6.230], [2.780, -0.109, -0.386], [-0.788, -0.592, 4.850], [-1.454, -1.060, 2.638], [-0.096, 1.919, 0.195], [-3.291, 0.008, -2.191], [-0.018, -2.115, -0.186], [-0.604, -0.607, 8.120], [1.193, 0.568, 5.183], [-2.594, -1.702, 4.351], [0.469, 0.191, 7.007], [1.429, 0.710, 2.507], [-2.053, -1.350, 1.798]],
  "lowdin_spin": [0.991, 0.012, 0.011, 0.000, -0.005, 0.009, -0.027, 0.001, 0.001, 0.002, -0.002, -0.001, 0.000, -0.006, 0.001, 0.006, 0.001, 0.005, 0.000, 0.000, 0.000, 0.000, -0.001, 0.000]
}